Record 1
This record from the Open Molecules 2025 dataset describes an isolated molecule of C28H56ClNO4S at a distorted geometry. The level of theory is the ωB97M-V functional and the def2-TZVPD basis.

The geometry in XYZ format:
```
91
Properties=species:S:1:pos:R:3:lowdin_charge:R:1
C -3.27 -9.63 0.96 -0.119
C -3.51 -8.19 1.42 -0.273
C -4.99 -7.95 1.73 -0.224
C -5.53 -6.67 1.11 -0.227
C -4.84 -5.39 1.59 -0.212
C -4.94 -4.26 0.53 -0.206
C -5.25 -2.90 1.17 -0.224
C -4.09 -2.42 2.06 -0.212
C -4.31 -0.97 2.55 -0.197
C -3.01 -0.14 2.64 -0.206
C -3.22 1.30 2.12 -0.202
C -2.94 1.37 0.60 -0.215
C -1.53 1.90 0.30 -0.207
C -1.35 2.22 -1.20 -0.207
C 0.06 1.92 -1.69 -0.205
C 0.18 2.00 -3.22 -0.194
C 1.02 0.90 -3.90 -0.187
C 2.27 0.42 -3.15 -0.137
C 3.19 1.55 -2.67 -0.294
C 4.60 1.47 -3.24 -0.140
C 5.52 2.63 -2.83 -0.168
C 4.94 4.03 -3.06 -0.215
C 4.08 4.56 -1.92 -0.304
S 4.13 6.32 -1.71 0.331
O 3.19 6.67 -0.70 -0.343
O 5.48 6.77 -1.59 -0.321
Cl 3.36 6.97 -3.49 0.402
O 3.16 1.72 -1.23 0.011
C 3.74 0.76 -0.48 -0.470
O 4.15 -0.30 -0.92 0.115
C 3.77 1.12 0.99 -0.074
C 4.53 2.41 1.33 -0.179
C 3.65 3.51 1.95 -0.196
C 4.49 4.54 2.72 -0.286
N 3.75 5.29 3.74 -0.008
H -2.21 -9.85 0.79 0.065
H -3.68 -10.32 1.70 0.071
H -3.83 -9.80 0.04 0.071
H -3.16 -7.50 0.66 0.101
H -2.89 -8.00 2.31 0.102
H -5.18 -7.98 2.80 0.111
H -5.56 -8.79 1.31 0.100
H -6.60 -6.56 1.30 0.112
H -5.42 -6.75 0.02 0.109
H -3.79 -5.59 1.82 0.102
H -5.31 -5.02 2.49 0.106
H -4.02 -4.19 -0.05 0.109
H -5.78 -4.52 -0.11 0.101
H -6.16 -2.97 1.76 0.115
H -5.35 -2.16 0.37 0.106
H -3.99 -3.07 2.92 0.107
H -3.18 -2.47 1.46 0.106
H -4.82 -0.98 3.51 0.110
H -4.93 -0.49 1.80 0.097
H -2.63 -0.11 3.66 0.103
H -2.25 -0.62 2.02 0.094
H -2.52 1.95 2.63 0.098
H -4.25 1.61 2.31 0.102
H -3.69 1.97 0.08 0.109
H -2.98 0.36 0.18 0.108
H -0.82 1.12 0.55 0.106
H -1.34 2.79 0.90 0.110
H -2.09 1.70 -1.81 0.107
H -1.53 3.29 -1.34 0.116
H 0.70 2.71 -1.28 0.107
H 0.43 0.99 -1.28 0.103
H -0.82 1.97 -3.67 0.103
H 0.59 2.97 -3.51 0.102
H 1.31 1.21 -4.91 0.110
H 0.38 0.03 -4.04 0.111
H 2.00 -0.20 -2.30 0.111
H 2.84 -0.23 -3.82 0.119
H 2.77 2.47 -3.06 0.124
H 4.48 1.51 -4.32 0.129
H 5.04 0.51 -3.00 0.116
H 6.41 2.55 -3.45 0.115
H 5.85 2.49 -1.80 0.111
H 4.38 4.08 -4.00 0.112
H 5.78 4.71 -3.18 0.108
H 3.03 4.32 -2.04 0.094
H 4.36 4.15 -0.95 0.080
H 4.21 0.28 1.50 0.121
H 2.73 1.17 1.33 0.123
H 5.30 2.16 2.06 0.108
H 5.04 2.82 0.46 0.090
H 3.17 4.04 1.12 0.100
H 2.90 3.07 2.59 0.107
H 5.31 4.02 3.23 0.105
H 4.93 5.24 2.01 0.109
H 3.39 4.63 4.42 0.058
H 2.96 5.75 3.30 0.063
```

Properties
total energy	-2314.56657	a.u.
spin multiplicity	1
Kohn-Sham gap	0.352	Ha


Record 2
This record from the Open Molecules 2025 dataset describes a cluster of 7 separate species, C28H56O15 in total at a distorted geometry. The level of theory is the ωB97M-V functional and the def2-TZVPD basis.

The geometry in XYZ format:
```
99
Properties=species:S:1:pos:R:3:lowdin_charge:R:1
C -0.30 -7.53 3.19 -0.067
C -1.04 -6.90 4.38 -0.174
O -0.61 -5.52 4.67 0.045
C -0.83 -4.62 3.69 -0.509
O -1.70 -4.64 2.82 0.069
O -0.03 -3.57 4.05 0.012
C -0.17 -2.32 3.42 -0.046
H 0.78 -7.47 3.19 0.086
H -0.72 -7.08 2.29 0.063
H -0.41 -8.62 3.15 0.080
H -0.97 -7.60 5.21 0.121
H -2.11 -6.94 4.19 0.107
H 0.66 -2.03 2.79 0.105
H -0.22 -1.58 4.22 0.098
H -1.09 -2.28 2.83 0.068
C 4.89 2.82 -2.04 -0.057
C 5.40 1.53 -2.64 -0.218
O 6.81 1.56 -2.85 0.008
C 7.43 1.70 -4.07 -0.487
O 6.88 2.00 -5.13 0.104
O 8.78 1.69 -3.80 -0.025
C 9.69 2.14 -4.78 -0.058
H 3.80 2.94 -1.98 0.055
H 5.12 3.64 -2.72 0.087
H 5.34 2.97 -1.06 0.076
H 4.80 1.40 -3.55 0.096
H 5.23 0.61 -2.09 0.126
H 10.65 1.98 -4.30 0.099
H 9.58 3.20 -4.98 0.093
H 9.54 1.71 -5.77 0.095
C 0.72 1.20 -1.76 -0.020
C 0.06 1.28 -0.31 -0.161
O -0.42 0.03 0.23 0.008
C -1.39 -0.64 -0.36 -0.659
O -2.12 -0.24 -1.26 0.122
O -1.32 -1.80 0.15 0.020
C -2.09 -2.90 -0.38 0.007
H 1.30 2.11 -1.94 0.071
H 0.05 1.18 -2.62 0.054
H 1.31 0.29 -1.88 0.064
H -0.75 2.01 -0.30 0.107
H 0.82 1.60 0.40 0.111
H -1.69 -3.86 -0.05 0.101
H -2.11 -2.87 -1.46 0.110
H -3.10 -2.63 -0.07 0.066
C -1.96 7.80 1.07 -0.051
C -1.41 6.36 0.89 -0.294
O -0.06 6.46 1.15 0.005
C 0.73 5.34 0.65 -0.388
O 0.32 4.31 0.04 0.068
O 1.99 5.50 1.09 0.000
C 2.92 4.46 0.95 -0.051
H -1.47 8.52 0.42 0.082
H -1.75 8.08 2.11 0.074
H -3.04 7.73 1.02 0.075
H -1.58 6.05 -0.14 0.116
H -2.01 5.62 1.41 0.116
H 2.71 3.56 1.53 0.103
H 3.94 4.84 1.07 0.103
H 2.94 4.17 -0.10 0.072
C -4.05 1.39 3.59 -0.156
C -2.66 1.94 3.62 -0.178
C -1.75 0.98 2.99 -0.172
O -2.57 -0.21 3.02 -0.137
C -3.90 0.12 2.75 -0.223
H -4.83 2.09 3.28 0.113
H -4.43 1.16 4.58 0.112
H -2.42 1.93 4.68 0.122
H -2.66 2.93 3.15 0.120
H -0.82 0.95 3.56 0.133
H -1.50 1.25 1.96 0.106
H -4.56 -0.60 3.22 0.096
H -4.26 0.10 1.72 0.119
C -5.08 -3.09 2.00 -0.157
C -4.97 -4.53 2.44 -0.099
C -4.41 -5.11 1.13 -0.081
O -5.02 -4.41 0.05 0.144
C -5.61 -3.21 0.59 -0.083
H -4.10 -2.62 2.03 0.116
H -5.82 -2.46 2.49 0.134
H -5.97 -4.92 2.63 0.134
H -4.30 -4.71 3.29 0.128
H -4.63 -6.17 1.05 0.166
H -3.35 -4.86 1.06 0.133
H -6.70 -3.18 0.50 0.177
H -5.23 -2.39 -0.01 0.154
C 0.49 -0.38 -4.82 -0.184
C 0.90 0.89 -5.43 -0.178
C 2.44 0.88 -5.49 -0.161
O 2.75 0.10 -4.31 -0.186
C 1.81 -0.99 -4.23 -0.160
H 0.02 -1.05 -5.54 0.106
H -0.32 -0.33 -4.09 0.089
H 0.42 1.79 -5.04 0.115
H 0.70 0.79 -6.50 0.109
H 2.93 1.85 -5.49 0.119
H 2.93 0.40 -6.33 0.119
H 1.59 -1.27 -3.19 0.094
H 2.22 -1.83 -4.79 0.115
```

Properties
total energy	-2228.60241	a.u.
spin multiplicity	2
Kohn-Sham gap (spin up / spin down)	0.322 / 0.094	Ha
charge	+1


Among the records above, which one has the lowest total energy?
C28H56ClNO4S